Computed, not measured: a structure of composition H14O8V at a distorted geometry, with ωB97M-V with the def2-TZVPD basis set.

```
23
Properties=species:S:1:pos:R:3:forces:R:3
O 4.789970 5.895536 5.864476 7.595 -2.792 0.578
V 6.473668 5.085308 5.759083 -8.788 2.832 -0.978
O 5.447675 3.533636 4.893860 -0.999 -1.403 2.007
H 4.749021 3.485714 5.580479 0.217 0.230 0.917
H 4.845265 3.092903 4.282913 0.667 0.255 -1.755
O 6.333155 5.616373 3.855416 2.381 0.934 -0.317
H 5.533868 5.919347 3.377804 -0.914 -0.586 0.379
H 6.906051 6.392922 3.923170 0.131 0.489 -0.914
O 6.511385 4.223196 7.609808 0.589 0.950 -0.281
H 6.762057 3.312252 7.458947 -0.023 -0.855 0.760
H 5.993817 4.375327 8.430106 -0.197 -0.455 -0.593
O 3.741191 5.229244 3.456792 1.499 -0.842 -1.087
H 3.358710 5.239199 2.574801 -0.482 0.146 0.021
H 3.217662 5.729838 4.051226 -1.088 0.875 0.655
O 8.240083 3.683607 5.433819 0.887 1.479 -1.142
H 8.431943 3.672681 4.459274 -0.621 -0.604 0.638
H 9.116589 4.031037 5.726107 -0.608 -0.526 0.391
O 3.747292 4.263697 7.707777 -1.076 0.094 0.600
H 2.912208 4.159026 8.222936 0.871 -0.334 -0.350
H 3.619512 5.143985 7.330676 0.184 0.031 -0.144
O 7.843330 6.603017 6.315868 0.697 -0.761 0.660
H 7.576080 6.426167 7.228624 -0.202 0.777 0.732
H 8.822906 6.669136 6.461244 -0.718 0.067 -0.777
```
Positions in Å, forces in eV/Å.

Summary:
energy relative to the best compared isomer or geometry (same formula, charge and spin): 77.0 kcal per mole
lowest unoccupied orbital energy (alpha / beta): -0.364 / -0.359 hartree
charge: +2
2S+1: 2
largest force on an atom: 9.28 eV/Å